[1]
ORCA calculation (ωB97M-V with the def2-TZVPD basis set) on C55H42F3NO5PtSb2 as an isolated structure in a non-equilibrium geometry.

Positions of all 109 atoms, in Å:
Pt: 0.398 0.058 0.141
O: -0.968 3.215 2.249
C: -0.832 2.250 1.540
O: -0.083 2.198 0.471
C: -1.621 0.967 1.822
C: -2.666 0.975 2.748
C: -3.435 -0.148 2.883
C: -3.172 -1.280 2.087
C: -3.956 -2.454 2.166
C: -3.642 -3.548 1.413
C: -2.522 -3.521 0.555
C: -1.739 -2.405 0.453
C: -2.062 -1.261 1.207
N: -1.302 -0.124 1.116
H: -2.836 1.884 3.305
H: -4.257 -0.178 3.586
H: -4.800 -2.470 2.841
H: -4.244 -4.443 1.475
H: -2.278 -4.397 -0.029
H: -0.881 -2.390 -0.204
C: 2.544 3.692 -5.837
O: 3.756 3.438 -5.129
C: 3.683 2.745 -3.995
C: 4.937 2.570 -3.346
C: 5.010 1.908 -2.129
C: 3.883 1.374 -1.522
C: 3.974 0.736 -0.189
C: 5.281 0.785 0.533
O: 2.990 0.200 0.320
C: 2.604 1.463 -2.214
O: 1.549 0.911 -1.797
C: 2.549 2.208 -3.438
H: 2.825 4.305 -6.689
H: 1.841 4.234 -5.201
H: 2.107 2.753 -6.182
H: 5.819 2.980 -3.813
H: 5.979 1.832 -1.660
H: 5.664 1.802 0.585
H: 6.022 0.177 0.015
H: 5.140 0.395 1.536
H: 1.575 2.296 -3.897
C: 5.525 0.337 4.398
C: 4.433 1.193 4.369
C: 3.248 0.782 3.778
C: 3.154 -0.487 3.214
C: 4.252 -1.338 3.232
C: 5.433 -0.925 3.831
Sb: 1.362 -1.117 2.315
C: 0.046 -1.503 3.915
C: -0.822 -2.589 3.879
C: -1.665 -2.837 4.951
C: -1.657 -1.996 6.053
C: -0.797 -0.908 6.090
C: 0.053 -0.663 5.024
C: 1.828 -3.071 1.676
C: 2.007 -4.093 2.605
C: 2.298 -5.380 2.179
C: 2.419 -5.652 0.824
C: 2.253 -4.636 -0.104
C: 1.960 -3.350 0.325
H: 6.446 0.653 4.866
H: 4.503 2.176 4.811
H: 2.408 1.467 3.751
H: 4.196 -2.324 2.789
H: 6.283 -1.593 3.857
H: -0.831 -3.263 3.029
H: -2.324 -3.694 4.928
H: -2.311 -2.195 6.890
H: -0.781 -0.258 6.953
H: 0.730 0.181 5.075
H: 1.912 -3.897 3.666
H: 2.433 -6.169 2.905
H: 2.646 -6.656 0.492
H: 2.358 -4.844 -1.160
H: 1.839 -2.552 -0.410
F: -3.169 3.705 -7.537
C: -2.764 3.341 -6.323
C: -1.610 2.581 -6.209
C: -1.198 2.203 -4.946
C: -1.940 2.567 -3.825
C: -3.083 3.345 -3.964
C: -3.511 3.729 -5.224
Sb: -1.407 1.752 -1.944
C: -3.055 2.271 -0.759
C: -4.037 1.346 -0.411
C: -5.137 1.737 0.334
C: -5.219 3.056 0.744
F: -6.268 3.432 1.475
C: -4.247 3.993 0.438
C: -3.162 3.590 -0.321
C: -1.703 -0.266 -2.534
C: -2.987 -0.656 -2.919
C: -3.235 -1.946 -3.352
C: -2.175 -2.834 -3.423
F: -2.407 -4.083 -3.831
C: -0.882 -2.466 -3.102
C: -0.654 -1.172 -2.655
H: -1.072 2.294 -7.101
H: -0.318 1.577 -4.849
H: -3.659 3.649 -3.101
H: -4.405 4.319 -5.367
H: -3.956 0.310 -0.716
H: -5.920 1.043 0.603
H: -4.346 5.007 0.795
H: -2.392 4.315 -0.549
H: -3.811 0.047 -2.904
H: -4.223 -2.265 -3.649
H: -0.079 -3.179 -3.212
H: 0.361 -0.875 -2.435

Values from the calculation:
Charge: +2
LUMO (spin up / spin down) (eV): -8.885 / -8.875
Orbital gap (spin up / spin down) (hartree): 0.1249 / 0.1255
HOMO energy (spin up / spin down) (eV): -12.28 / -12.29

---

[2]
ORCA calculation (ωB97M-V with the def2-TZVPD basis set) on C8H13LaN5O2S as an isolated structure in a non-equilibrium geometry.

Positions of all 30 atoms, in Å:
La: 0.826 -0.128 -0.080
N: -1.555 -3.264 2.086
C: -0.956 -3.002 0.957
N: -0.583 -1.688 0.939
C: -1.037 -1.207 2.157
N: -1.618 -2.138 2.904
C: -0.929 0.167 2.463
C: -1.127 0.630 3.764
N: -0.943 1.887 4.100
C: -0.530 2.752 3.139
C: -0.470 2.406 1.839
N: -0.598 1.090 1.502
H: -1.953 -4.143 2.413
H: -0.608 -3.711 0.203
H: -1.453 -0.051 4.539
H: -0.284 3.780 3.472
H: -0.122 3.078 1.042
C: 1.636 -0.393 -4.031
S: 0.477 0.553 -3.168
C: -0.798 0.638 -4.380
O: -0.037 -0.596 -2.114
H: 1.973 0.194 -4.910
H: 1.113 -1.262 -4.361
H: 2.494 -0.610 -3.419
H: -0.432 1.200 -5.272
H: -1.659 1.159 -3.973
H: -1.069 -0.395 -4.614
O: 3.025 0.933 0.941
H: 3.458 1.765 0.614
H: 3.758 0.356 1.249

Values from the calculation:
Charge: +3
LUMO (eV): -10.880
Orbital gap (hartree): 0.3137
HOMO energy (eV): -19.42

---

[3]
ORCA calculation (ωB97M-V with the def2-TZVPD basis set) on a 2-piece molecular cluster, C28H29N2O2 overall in a non-equilibrium geometry.

Positions of all 61 atoms, in Å:
C: -6.505 -2.690 2.368
C: -5.139 -2.160 2.051
C: -4.888 -0.779 2.091
C: -3.635 -0.280 1.783
C: -2.554 -1.128 1.421
C: -1.238 -0.542 1.179
C: -0.038 -1.107 1.760
C: 1.118 -0.290 1.795
C: 2.381 -0.831 1.959
C: 2.525 -2.198 2.231
C: 3.900 -2.783 2.333
C: 1.379 -2.976 2.424
C: 0.102 -2.434 2.242
C: -2.838 -2.516 1.340
C: -4.094 -3.019 1.677
H: -6.504 -3.783 2.445
H: -6.898 -2.284 3.311
H: -7.228 -2.415 1.586
H: -5.701 -0.104 2.400
H: -3.440 0.792 1.883
H: -1.283 0.546 1.111
H: 1.016 0.785 1.680
H: 3.270 -0.207 1.878
H: 3.865 -3.877 2.346
H: 4.512 -2.469 1.478
H: 4.429 -2.453 3.237
H: 1.480 -4.019 2.739
H: -0.771 -3.017 2.502
H: -2.056 -3.220 1.053
H: -4.268 -4.104 1.673
O: 2.365 1.212 -0.169
C: 2.417 2.134 -0.988
C: 3.610 2.723 -1.626
C: 3.188 3.563 -2.646
C: 4.101 4.181 -3.490
C: 5.465 3.955 -3.258
C: 5.890 3.113 -2.215
C: 4.957 2.462 -1.397
C: 1.698 3.579 -2.669
O: 0.939 4.119 -3.455
N: 1.325 2.781 -1.557
C: -0.076 2.482 -1.179
C: -0.566 1.132 -1.659
C: -2.049 1.050 -2.003
C: -2.320 -0.466 -2.066
C: -1.054 -1.122 -1.468
N: -0.452 -0.009 -0.696
H: 3.726 4.815 -4.296
H: 6.211 4.437 -3.894
H: 6.958 2.960 -2.049
H: 5.235 1.778 -0.593
H: -0.149 2.576 -0.090
H: -0.664 3.276 -1.645
H: 0.035 0.834 -2.550
H: -2.635 1.505 -1.191
H: -2.290 1.595 -2.922
H: -3.223 -0.737 -1.500
H: -2.456 -0.805 -3.099
H: -1.261 -2.011 -0.868
H: -0.358 -1.396 -2.283
H: 0.532 -0.149 -0.454

Values from the calculation:
Charge: +1
LUMO (eV): -4.256
Orbital gap (hartree): 0.2759
HOMO energy (eV): -11.76

---

[4]
ORCA calculation (ωB97M-V with the def2-TZVPD basis set) on a 3-piece molecular cluster, C3H9O5 overall in a non-equilibrium geometry.

Positions of all 17 atoms, in Å:
O: 1.463 1.721 0.211
C: 1.051 0.539 0.205
O: 1.745 -0.511 0.113
C: -0.443 0.268 0.543
C: -1.146 -0.498 -0.558
O: -0.436 -1.705 -0.857
H: -0.972 1.195 0.770
H: -0.318 -0.320 1.457
H: -2.181 -0.750 -0.311
H: -1.136 0.078 -1.472
H: 0.474 -1.598 -0.505
H: 1.184 -2.279 1.463
H: -0.137 -2.831 0.876
O: 0.510 -2.973 1.582
H: 0.296 2.755 -0.547
H: 0.260 3.482 -1.903
O: -0.213 3.426 -1.067

Values from the calculation:
Charge: -1
LUMO (eV): 3.855
Orbital gap (hartree): 0.3379
HOMO energy (eV): -5.34

---

[5]
ORCA calculation (ωB97M-V with the def2-TZVPD basis set) on C6HAlF18N3O13S6 as an isolated structure in a non-equilibrium geometry.

Positions of all 48 atoms, in Å:
Al: -0.975 -2.269 0.076
C: 3.597 -1.966 -6.038
F: 4.138 -2.997 -6.708
F: 3.949 -2.153 -4.766
F: 4.184 -0.853 -6.491
S: 1.673 -1.902 -6.332
O: 1.470 -1.688 -7.773
O: 1.104 -3.113 -5.854
N: 1.188 -0.645 -5.229
S: 0.873 0.589 -6.160
O: 1.925 0.935 -7.148
O: -0.493 0.575 -6.742
C: 0.989 2.098 -4.969
F: 0.176 2.943 -5.349
F: 0.661 1.789 -3.686
F: 2.201 2.587 -4.918
C: 2.822 -1.836 6.428
F: 1.565 -2.061 6.457
F: 3.177 -0.592 6.319
F: 3.246 -2.289 7.557
S: 3.690 -2.644 4.768
O: 5.029 -2.955 5.241
O: 2.767 -3.726 4.394
N: 3.479 -1.417 3.586
S: 4.960 -0.911 3.472
O: 5.342 -0.138 4.616
O: 5.904 -1.807 2.876
C: 4.712 0.374 2.110
F: 4.376 -0.185 1.017
F: 3.736 1.187 2.405
F: 5.926 0.966 1.861
C: -6.371 2.428 -0.674
F: -7.616 2.612 -1.073
F: -5.774 1.639 -1.582
F: -5.745 3.680 -0.583
S: -6.449 1.513 1.081
O: -7.642 2.035 1.745
O: -6.424 0.099 0.837
N: -4.845 1.747 1.728
S: -5.106 2.838 2.759
O: -5.767 4.085 2.314
O: -5.612 2.078 3.885
C: -3.347 3.374 3.305
F: -2.572 3.858 2.328
F: -3.645 4.374 4.151
F: -2.719 2.331 3.793
O: -3.526 -6.984 0.618
H: -4.231 -7.603 0.345

Values from the calculation:
Charge: -1
LUMO (eV): -6.360
Orbital gap (hartree): 0.0491
HOMO energy (eV): -7.69

---

[6]
ORCA calculation (ωB97M-V with the def2-TZVPD basis set) on C5H10N2O2 as an isolated structure in a non-equilibrium geometry.

Positions of all 19 atoms, in Å:
C: -1.811 0.085 -1.499
C: 0.382 1.526 0.385
C: 1.024 0.293 -0.099
C: -0.354 -0.367 0.515
N: 1.166 0.137 -1.490
N: -0.090 -1.036 1.736
C: -1.473 -0.545 -0.192
O: 0.834 1.919 1.565
O: 2.153 -0.169 0.623
H: 1.666 1.467 1.829
H: 1.888 -0.992 1.076
H: 1.621 -0.730 -1.740
H: 1.576 0.943 -1.940
H: -0.836 -1.663 2.008
H: 0.150 -0.406 2.495
H: -2.230 -1.196 0.238
H: -1.481 -0.544 -2.330
H: -2.887 0.242 -1.577
H: -1.295 1.039 -1.602

Values from the calculation:
LUMO (eV): 0.633
Orbital gap (hartree): 0.3203
HOMO energy (eV): -8.08

---

[7]
ORCA calculation (ωB97M-V with the def2-TZVPD basis set) on a 2-piece molecular cluster, C4H12O3 overall in a non-equilibrium geometry.

Positions of all 19 atoms, in Å:
C: 2.341 1.007 -0.811
C: 0.901 0.777 -0.454
O: 0.579 -0.816 -0.912
C: 1.054 -1.797 -0.010
H: 2.510 0.836 -1.873
H: 2.587 2.049 -0.591
H: 3.007 0.358 -0.247
H: 0.682 0.766 0.615
H: 0.213 1.417 -1.000
H: 0.658 -2.763 -0.322
H: 0.706 -1.586 1.007
H: 2.148 -1.846 -0.021
C: -3.026 0.517 1.214
O: -1.836 -0.130 0.836
O: -1.763 -0.130 -0.598
H: -3.904 -0.024 0.839
H: -3.049 1.551 0.853
H: -3.020 0.506 2.306
H: -0.789 -0.690 -0.830

Values from the calculation:
Structure (SMILES): CCOC.COO
LUMO (eV): 0.932
Orbital gap (hartree): 0.3403
HOMO energy (eV): -8.33

---

[8]
ORCA calculation (ωB97M-V with the def2-TZVPD basis set) on a 3-piece molecular cluster, C19H36N3O9 overall.

Positions of all 67 atoms, in Å:
C: 0.865 2.600 0.429
C: 2.382 2.294 0.460
C: 2.770 1.656 1.806
C: 2.929 1.496 -0.748
C: 2.886 -0.039 -0.702
N: 1.835 -0.674 -1.563
C: 1.982 -2.166 -1.557
C: 0.810 -2.931 -0.913
C: 0.045 -2.238 0.235
C: -1.462 -2.439 0.134
O: -1.922 -3.731 0.452
C: -3.352 -3.688 0.657
O: -4.032 -3.079 -0.415
C: -4.638 -1.790 -0.220
C: -4.162 -0.776 -1.274
O: -3.300 0.262 -0.726
N: 0.110 -0.749 0.080
C: 0.545 -0.306 -1.117
N: -0.193 0.436 -1.902
H: 0.660 3.628 0.764
H: 0.304 1.935 1.104
H: 0.425 2.520 -0.575
H: 2.899 3.264 0.402
H: 3.845 1.442 1.844
H: 2.214 0.726 2.001
H: 2.529 2.349 2.622
H: 3.990 1.757 -0.857
H: 2.435 1.840 -1.675
H: 2.789 -0.398 0.333
H: 3.824 -0.447 -1.102
H: 2.919 -2.369 -1.024
H: 2.111 -2.498 -2.593
H: 1.194 -3.890 -0.539
H: 0.072 -3.176 -1.693
H: 0.433 -2.544 1.214
H: -1.766 -2.180 -0.887
H: -1.940 -1.709 0.798
H: -3.658 -4.731 0.753
H: -3.568 -3.128 1.582
H: -4.356 -1.423 0.776
H: -5.730 -1.915 -0.207
H: -3.563 -1.311 -2.020
H: -5.010 -0.318 -1.789
H: -3.901 0.845 -0.241
H: -0.765 -0.320 0.363
H: -1.191 0.607 -1.686
H: 0.232 0.819 -2.730
C: 8.497 -0.875 -0.069
C: 7.321 -1.121 -1.005
O: 6.277 -0.376 -0.361
C: 6.840 0.588 0.408
O: 6.224 1.466 0.916
O: 8.163 0.399 0.499
H: 9.459 -0.797 -0.567
H: 8.551 -1.610 0.734
H: 7.486 -0.701 -1.998
H: 7.022 -2.162 -1.083
C: -7.444 3.399 2.113
C: -6.453 4.092 1.188
O: -5.585 3.001 0.819
C: -6.255 1.849 0.987
O: -5.858 0.785 0.606
O: -7.407 2.045 1.625
H: -8.461 3.769 2.045
H: -7.114 3.395 3.151
H: -6.923 4.472 0.281
H: -5.862 4.870 1.659

Values from the calculation:
Charge: +1
LUMO (eV): -2.493
Orbital gap (hartree): 0.3655
HOMO energy (eV): -12.44

---

[9]
ORCA calculation (ωB97M-V with the def2-TZVPD basis set) on a 2-piece molecular cluster, C3H8O overall.

Positions of all 12 atoms, in Å:
H: 1.463 -2.641 -0.371
H: 1.919 -2.078 -0.195
C: -1.532 0.468 0.006
C: -0.080 0.315 -0.456
C: 0.939 0.467 0.648
O: 1.993 -0.118 0.731
H: -1.627 1.249 0.769
H: -1.932 -0.459 0.429
H: -2.171 0.752 -0.834
H: 0.085 -0.615 -1.008
H: 0.162 1.140 -1.141
H: 0.684 1.252 1.394

Values from the calculation:
Structure (SMILES): [H][H].CCC=O
LUMO (eV): 0.963
Orbital gap (hartree): 0.3985
HOMO energy (eV): -9.88

---

[10]
ORCA calculation (ωB97M-V with the def2-TZVPD basis set) on an isolated ion of composition C3H9N2S3 and charge +1 in a non-equilibrium geometry.

Positions of all 17 atoms, in Å:
C: 1.270 1.239 -0.181
C: -0.881 -0.883 1.503
C: 1.101 -0.267 -2.057
N: 0.887 0.001 -0.619
N: -1.996 -0.330 0.941
S: 0.336 -1.383 0.232
S: 1.144 1.620 1.453
S: -1.025 -2.790 1.775
H: 1.534 2.108 -0.828
H: -0.584 -0.173 2.346
H: 1.090 -1.287 -2.329
H: 0.151 -0.025 -2.675
H: 2.110 0.120 -2.492
H: -2.629 0.073 1.626
H: -2.495 -0.881 0.259
H: 1.968 2.675 1.462
H: 0.011 -3.075 2.600

Values from the calculation:
Charge: +1
LUMO (eV): -4.594
Orbital gap (hartree): 0.3158
HOMO energy (eV): -13.19

---

[11]
ORCA calculation (ωB97M-V with the def2-TZVPD basis set) on a 2-piece molecular cluster, C4H11N3O2 overall in a non-equilibrium geometry.

Positions of all 20 atoms, in Å:
H: 0.130 -2.979 -0.943
N: -0.006 -1.942 -0.998
C: 1.131 -1.334 -1.131
N: 2.307 -1.867 -1.559
N: 1.242 0.085 -1.226
C: 0.035 0.909 -1.553
H: 2.879 -1.449 -2.220
H: 2.736 -2.667 -1.076
H: 2.146 0.665 -1.140
H: -0.904 0.220 -1.692
H: 0.081 1.490 -2.417
H: -0.469 1.334 -0.621
C: -1.389 1.897 2.435
C: -1.150 0.373 2.122
O: -0.489 -0.426 2.663
O: -1.858 -0.033 1.083
H: -0.618 2.220 3.157
H: -2.434 2.098 3.002
H: -1.522 2.415 1.490
H: -1.847 -1.010 0.624

Values from the calculation:
Structure (SMILES): [H]/N=C(\N)NC.CC(=O)O
LUMO (eV): 0.810
Orbital gap (hartree): 0.3498
HOMO energy (eV): -8.71

---

[12]
ORCA calculation (ωB97M-V with the def2-TZVPD basis set) on C10H31AsF6O5 as an isolated structure in a non-equilibrium geometry.

Positions of all 53 atoms, in Å:
O: -3.524 -15.378 14.327
H: -4.252 -15.452 13.633
H: -2.623 -15.301 13.879
H: -3.502 -16.169 14.924
As: -4.451 -11.540 13.380
F: -2.860 -11.196 14.021
F: -4.455 -9.993 12.561
F: -6.057 -11.871 12.796
F: -4.410 -13.094 14.208
F: -5.157 -10.862 14.830
F: -3.765 -12.230 11.922
C: -2.207 -18.439 13.509
C: -1.775 -18.549 14.963
O: -1.828 -17.237 15.543
H: -1.495 -17.797 12.993
H: -3.218 -18.051 13.395
H: -2.195 -19.451 13.101
H: -0.746 -18.909 15.030
H: -2.438 -19.232 15.504
H: -1.618 -17.269 16.481
C: -0.166 -12.537 13.025
C: -0.885 -13.569 13.852
O: -1.272 -14.760 13.145
H: 0.724 -12.978 12.566
H: 0.215 -11.708 13.626
H: -0.800 -12.036 12.296
H: -1.801 -13.175 14.290
H: -0.315 -13.891 14.731
H: -0.512 -15.201 12.757
C: -5.375 -18.138 17.665
C: -5.821 -17.234 16.499
C: -5.903 -15.762 16.803
O: -4.962 -17.445 15.345
H: -5.484 -19.161 17.303
H: -5.956 -17.940 18.561
H: -4.317 -17.974 17.879
H: -6.769 -17.637 16.124
H: -6.887 -15.505 17.198
H: -5.860 -15.142 15.903
H: -5.108 -15.406 17.457
H: -4.846 -18.395 15.239
C: -5.615 -13.766 10.690
C: -6.085 -14.415 11.994
C: -7.500 -14.962 11.881
O: -5.196 -15.514 12.334
H: -6.422 -13.105 10.375
H: -5.474 -14.507 9.897
H: -4.655 -13.285 10.866
H: -6.007 -13.705 12.816
H: -8.230 -14.196 11.622
H: -7.828 -15.382 12.837
H: -7.580 -15.808 11.190
H: -5.340 -16.197 11.669

Values from the calculation:
LUMO (eV): -0.067
Orbital gap (hartree): 0.3827
HOMO energy (eV): -10.48

---

[13]
ORCA calculation (ωB97M-V with the def2-TZVPD basis set) on a 2-piece molecular cluster, CH5N2S overall in a non-equilibrium geometry.

Positions of all 9 atoms, in Å:
S: -2.197 1.670 0.886
H: -2.829 1.650 -0.350
N: 0.397 -0.826 0.869
C: 0.836 -0.038 -0.255
N: 1.095 -0.825 -1.230
H: 0.550 -1.813 0.849
H: -0.238 -0.181 1.547
H: 1.013 0.979 -0.213
H: 1.373 -0.616 -2.103

Values from the calculation:
Charge: -1
LUMO (eV): 4.462
Orbital gap (hartree): 0.2644
HOMO energy (eV): -2.73

---

[14]
ORCA calculation (ωB97M-V with the def2-TZVPD basis set) on a 2-piece molecular cluster, C2H4ClI overall in a non-equilibrium geometry.

Positions of all 8 atoms, in Å:
C: -1.078 -0.543 0.434
C: 0.908 0.522 -0.434
Cl: 0.889 2.121 0.167
I: 2.476 -0.732 -0.030
H: -0.728 -1.589 0.334
H: -1.548 -0.148 -0.431
H: -1.440 -0.297 1.450
H: 0.520 0.665 -1.489

Values from the calculation:
LUMO (spin up / spin down) (eV): -0.232 / -0.086
Orbital gap (spin up / spin down) (hartree): 0.3038 / 0.3026
HOMO energy (spin up / spin down) (eV): -8.50 / -8.32